[1]
Computed, not measured: one molecule with the formula C8H14N4O, with ωB97M-V/def2-TZVPD.

The geometry in XYZ format:
```
27
Properties=species:S:1:pos:R:3:forces:R:3
C 1.79465 -1.98969 0.00158 -0.11 0.20 -0.15
O 1.90510 -0.65118 -0.44350 -0.05 -0.10 -0.03
C 2.50151 0.18166 0.52565 0.11 0.10 -0.02
C 2.39138 1.62120 0.06005 0.05 -0.13 -0.20
C 0.96968 2.04006 -0.30552 0.16 -0.17 0.02
C -0.06501 1.80760 0.81766 -0.26 0.32 -0.22
C -1.11665 0.82119 0.40111 0.30 0.04 0.14
N -1.94777 1.18863 -0.57521 -0.24 -0.31 -0.06
N -2.82585 0.30594 -0.99634 0.27 0.20 0.17
C -2.81705 -0.89898 -0.42186 -0.27 -0.15 -0.06
C -3.79690 -1.92362 -0.91667 0.51 -0.01 -0.07
N -2.00329 -1.25843 0.57162 0.23 0.32 0.09
N -1.13095 -0.37216 0.99882 -0.27 -0.21 -0.17
H 1.48564 -2.59096 -0.84944 0.04 -0.04 -0.06
H 2.75433 -2.35137 0.37618 0.06 -0.11 0.04
H 1.03175 -2.07387 0.77876 0.03 -0.02 0.15
H 2.02607 0.02273 1.49977 -0.11 0.04 0.05
H 3.56179 -0.07415 0.64234 0.04 -0.09 0.04
H 3.01170 1.72337 -0.83388 0.03 0.06 0.00
H 2.82815 2.27985 0.81281 -0.07 0.00 0.13
H 0.67465 1.46970 -1.18459 -0.05 0.00 -0.04
H 0.98244 3.08299 -0.61573 -0.08 0.08 0.07
H -0.55997 2.75353 1.04112 -0.07 -0.03 0.03
H 0.39679 1.46488 1.73845 0.05 -0.11 0.04
H -4.48031 -2.21767 -0.12520 -0.12 0.06 0.03
H -3.24479 -2.81548 -1.21471 -0.03 -0.04 0.03
H -4.32714 -1.54576 -1.78328 -0.15 0.09 0.04
```
Positions in Å, forces in eV/Å.

## Properties
HOMO energy in eV: -9.20
SMILES: COCCCCc1nnc(C)nn1
Net charge: 0
Gap between HOMO and LUMO in eV: 8.6785

***

[2]
Computed, not measured: an isolated ion of composition C8H14N5 and charge +1, with ωB97M-V/def2-TZVPD.

The geometry in XYZ format:
```
27
Properties=species:S:1:pos:R:3:forces:R:3
C 2.75177 -2.11623 0.93745 -1.84 -0.88 -1.10
C 1.77574 -3.09551 1.12272 2.77 -0.14 0.45
C 1.09366 -0.92147 -0.31421 1.43 -0.45 0.94
C 2.44630 -1.00134 0.12955 -1.85 -0.31 0.01
C 0.08746 -1.81214 -0.01260 -0.91 1.58 -0.84
C -2.99493 0.74821 0.79947 -0.66 -0.34 -1.38
C -2.43509 2.70421 -0.83153 5.60 -1.66 -0.13
C -1.98437 1.81256 0.33446 1.73 0.42 -0.01
N 0.49663 -2.84236 0.68100 1.00 -2.46 2.62
N 0.79767 0.12622 -1.20419 2.71 -1.46 -1.27
N -0.20617 0.91355 -1.05824 -1.23 2.21 0.50
N -0.70496 1.05556 0.04409 -1.24 -0.51 1.27
N 3.38298 -0.10092 -0.19814 0.53 1.41 -1.09
H 3.78019 -2.18727 1.13842 1.03 -0.83 0.80
H 2.16736 -4.12388 1.55418 -1.68 2.21 -0.69
H -2.43075 -0.16803 0.79025 -0.04 -0.69 0.17
H -3.39475 0.86619 1.79917 -0.02 0.42 0.02
H -3.85027 0.59525 0.05114 1.21 0.46 1.03
H -2.51409 2.14881 -1.74545 -0.24 -0.70 -0.57
H -1.60454 3.43594 -1.01947 -1.44 0.18 0.32
H -3.35230 2.95995 -0.57781 -4.08 2.41 0.84
H -1.55389 2.41252 1.20111 -1.12 -0.42 -0.92
H -0.19812 -3.40016 1.17292 -0.04 -0.27 -0.79
H 1.36856 0.05662 -2.03788 -0.98 0.88 -0.56
H -0.44632 1.52884 -1.83633 -0.32 -0.22 -0.62
H 4.38409 -0.23364 -0.04328 -0.77 -0.09 0.06
H 3.13812 0.63850 -0.87680 0.44 -0.75 0.94
```
Positions in Å, forces in eV/Å.

## Properties
HOMO energy (spin up / spin down) in eV: -11.38 / -11.38
Net charge: +1
Gap between HOMO and LUMO (spin up / spin down) in eV: 7.7030 / 7.7038

***

[3]
Computed, not measured: an isolated ion of composition C8H14N5 and charge +1, with ωB97M-V/def2-TZVPD.

The geometry in XYZ format:
```
27
Properties=species:S:1:pos:R:3:forces:R:3
C -0.25833 -1.38602 -1.30367 0.13 0.69 -0.06
C 0.09122 -0.08700 -1.32997 -0.14 -0.45 -0.18
C -0.54239 -2.15971 -0.12183 -0.05 -0.25 0.30
C -0.54552 -1.65320 1.09480 0.75 3.72 -0.80
C 0.25998 0.75112 -0.16348 0.00 0.59 0.18
C 0.92260 2.83456 -1.13150 -0.27 -0.04 0.14
C -0.79561 -3.63557 -0.30816 0.07 -0.01 0.15
C -0.76705 -1.94952 2.48654 -0.13 -0.05 0.39
N 0.92064 1.91243 -0.21371 0.43 -0.12 0.56
N -0.17413 0.32320 0.99563 -1.03 -4.49 -0.23
N 1.97279 3.66429 -1.18591 0.04 0.15 -0.21
N -0.10752 3.05708 -1.97500 0.00 0.07 -0.23
N 0.12581 0.85431 2.20214 0.28 0.50 0.47
H -0.32661 -1.92106 -2.24031 0.00 0.00 -0.10
H 0.33032 0.37974 -2.27415 0.02 -0.03 -0.08
H -1.29972 -4.06371 0.55240 -0.04 -0.10 0.01
H 0.15431 -4.15119 -0.44811 0.00 -0.06 -0.05
H -1.40734 -3.79578 -1.19213 -0.07 -0.04 -0.03
H -0.19500 -1.25194 3.10424 0.04 -0.02 -0.01
H -0.42840 -2.96181 2.70877 0.01 -0.04 -0.02
H -1.82256 -1.86029 2.74708 -0.03 -0.02 0.06
H 2.01801 4.42087 -1.84379 0.04 0.02 0.00
H 2.77761 3.46750 -0.61685 -0.07 -0.03 0.01
H -0.96906 2.55227 -1.85532 0.06 0.05 0.07
H -0.15037 3.90268 -2.51869 0.00 -0.07 -0.04
H 0.89981 1.51152 2.15738 -0.12 0.00 -0.10
H -0.68348 1.24522 2.67358 0.09 0.02 -0.21
```
Positions in Å, forces in eV/Å.

## Properties
HOMO energy in eV: -12.25
Net charge: +1
Gap between HOMO and LUMO in eV: 8.7666

***

Across the entries above, energy above the lowest of the compared OMol25 structures with the same formula, charge and spin takes the values 9.7; 112.8; 28.4 kcal/mol, respectively.